[1]
Computed, not measured: a molecular structure, C40H45FN8O11P2SSe2Ti, with the ωB97M-V functional and the def2-TZVPD basis.

Geometry (Å):
Ti: -0.8653 -0.8312 -0.6850
C: 1.8996 5.2169 4.0650
C: 1.3061 4.0215 4.7882
N: 0.2695 3.3448 3.9894
C: 0.6402 2.3399 3.1818
C: -0.1952 1.6409 2.3567
C: 0.4678 0.5832 1.5307
O: 1.4093 -0.0368 1.9620
O: 0.0153 0.4762 0.2945
C: -1.6001 1.8884 2.4009
O: -2.4633 1.2045 1.8233
C: -1.9897 3.0432 3.2296
C: -3.3296 3.4428 3.2384
C: -3.7134 4.5171 3.9867
F: -5.0139 4.8742 4.0187
C: -2.7962 5.2654 4.7374
C: -1.4750 4.8711 4.7354
C: -1.0559 3.7513 3.9994
N: -3.1738 6.4076 5.5049
C: -4.0823 7.3639 4.8925
C: -3.9741 8.6859 5.6258
N: -4.3343 8.4560 7.0730
C: -3.4572 7.4040 7.7036
C: -3.5436 6.1303 6.8843
H: 2.6749 5.6777 4.6758
H: 1.1412 5.9696 3.8465
H: 2.3512 4.9111 3.1213
H: 0.8673 4.2988 5.7447
H: 2.0660 3.2743 5.0095
H: 1.6899 2.0749 3.2076
H: -4.0521 2.8913 2.6527
H: -0.7691 5.4769 5.2840
H: -5.1284 7.0271 4.9030
H: -3.8069 7.5234 3.8508
H: -4.6573 9.4356 5.2320
H: -2.9549 9.0677 5.6194
H: -5.3104 8.1517 7.1253
H: -4.2750 9.3291 7.5991
H: -3.7948 7.2625 8.7282
H: -2.4464 7.8079 7.6969
H: -4.5572 5.7036 6.9625
H: -2.8550 5.4043 7.3138
N: -4.1427 -0.9370 2.2631
C: -3.9619 -1.9860 1.1849
C: -5.0345 -3.0557 1.3952
P: -2.2919 -2.6618 1.6167
O: -2.1635 -4.0243 0.8161
O: -2.3049 -2.7723 3.0875
O: -1.2769 -1.7098 0.9834
P: -4.1676 -1.2201 -0.4890
O: -4.8067 0.2046 -0.0928
O: -5.0330 -2.0230 -1.3494
O: -2.7349 -0.9214 -0.9639
H: -3.8043 -1.3664 3.1387
H: -5.1240 -0.6747 2.3431
H: -3.5788 -0.0807 2.0841
H: -4.9402 -3.5063 2.3853
H: -4.9333 -3.8269 0.6357
H: -6.0335 -2.6303 1.2810
H: -2.2414 -4.8148 1.3656
H: -5.5539 0.4063 -0.6727
Se: 0.6736 0.4351 -4.1534
Se: 2.1375 2.1896 -3.7173
C: 3.3218 1.2962 -2.4826
C: 4.6637 1.2097 -2.8303
C: 5.5360 0.6146 -1.9322
C: 5.0277 0.1165 -0.7445
C: 3.6656 0.2372 -0.5059
N: 2.8198 0.8242 -1.3510
C: -0.8850 1.2348 -3.3441
C: -1.6294 2.1099 -4.1239
C: -2.6338 2.8560 -3.5378
C: -2.8529 2.7208 -2.1770
C: -2.1101 1.7902 -1.4803
N: -1.1591 1.0353 -2.0505
H: 5.0081 1.5865 -3.7829
H: 6.5901 0.5361 -2.1636
H: 5.6673 -0.3583 -0.0133
H: 3.2292 -0.1430 0.4101
H: -1.3928 2.2087 -5.1728
H: -3.2201 3.5444 -4.1322
H: -3.6007 3.3046 -1.6591
H: -2.2990 1.6157 -0.4287
C: -3.8350 -7.8242 -3.1122
C: -3.1596 -6.4903 -3.2506
C: -3.5786 -5.3903 -2.5054
C: -2.9489 -4.1640 -2.6256
C: -1.8816 -4.0324 -3.4983
C: -1.4514 -5.1090 -4.2642
C: -2.0931 -6.3280 -4.1334
S: -1.0910 -2.4730 -3.7128
O: -2.0561 -1.4500 -3.9906
O: 0.0122 -2.6905 -4.6039
N: -0.4767 -2.0790 -2.2310
C: 0.5628 -2.8000 -1.6618
C: 1.2241 -3.9571 -2.0531
C: 2.1516 -4.4635 -1.1593
C: 2.3866 -3.8462 0.0686
C: 1.6943 -2.6927 0.3712
N: 0.8348 -2.1806 -0.5103
H: -4.7870 -7.7360 -2.5913
H: -3.2063 -8.5173 -2.5500
H: -4.0195 -8.2717 -4.0885
H: -4.4276 -5.4900 -1.8397
H: -3.3198 -3.3080 -2.0819
H: -0.6285 -4.9862 -4.9547
H: -1.7674 -7.1668 -4.7362
H: 1.0260 -4.4270 -3.0029
H: 2.6951 -5.3627 -1.4192
H: 3.0980 -4.2512 0.7727
H: 1.8191 -2.1451 1.2941

Properties
total charge	+2
HOMO level	-11.367	eV
molar mass	1132.6	g/mol
ΔE to the lowest compared entry with this formula, charge and spin	0.000	eV
largest force on an atom	0.6	eV Å⁻¹
orbital gap	0.2457	Ha

Results of the Mulliken charge analysis, in e, for atoms 1 through 99: 0.236 -1.000 -1.063 0.260 -0.240 0.026 0.261 -0.618 -0.457 0.583 -0.570 0.918 -0.802 0.133 -0.350 -1.639 -0.923 0.553 0.429 -0.506 -0.935 -0.154 -0.781 -0.481 0.404 0.301 0.330 0.467 0.474 0.606 0.633 0.482 0.428 0.464 0.433 0.356 0.400 0.353 0.404 0.358 0.298 0.459 -0.058 0.797 -1.689 0.615 -0.498 -0.918 -0.290 0.543 -0.569 -0.787 0.564 0.514 0.476 0.064 0.517 0.217 0.495 0.340 0.384 0.223 -0.043 0.072 -0.670 -0.273 -1.030 -0.011 0.116 -0.047 -0.900 -0.575 -1.093 0.116 0.894 0.408 0.415 0.449 0.473 0.555 0.445 0.559 0.150 -1.568 0.933 -1.101 -0.025 -0.428 -0.467 -0.789 1.491 -0.799 -0.706 0.702 0.806 -0.898 -0.664 -1.150 -0.476

[2]
Computed, not measured: C4H9NO2 in the gas phase, with the ωB97M-V functional and the def2-TZVPD basis.

Geometry (Å):
N: 1.6305 0.3070 1.0260
C: 1.2317 -1.0021 0.9571
O: 1.4116 -1.7996 1.8563
C: 0.3797 -1.2764 -0.2659
C: -0.9259 -0.4445 -0.0265
C: -1.1053 0.8066 -0.8989
O: -0.3865 1.9225 -0.3717
H: 1.5837 0.7230 1.9440
H: 1.3306 0.9253 0.2880
H: 0.8732 -0.9457 -1.1899
H: 0.2502 -2.3642 -0.3522
H: -1.8031 -1.0776 -0.1686
H: -0.9827 -0.1037 1.0197
H: -0.7515 0.5903 -1.9169
H: -2.1751 1.0609 -0.9489
H: -0.5611 2.6782 -0.9515

Properties
total charge	0
HOMO level	-9.548	eV
molar mass	103.1	g/mol
ΔE to the lowest compared entry with this formula, charge and spin	0.888	eV
largest force on an atom	0.6	eV Å⁻¹
orbital gap	0.3728	Ha
structure (SMILES)	NC(=O)CCCO

The molecule's Mulliken atomic charges, reported in e, are given here: -0.483 0.442 -0.607 -0.601 -0.581 -0.491 -0.542 0.241 0.254 0.371 0.311 0.358 0.342 0.330 0.355 0.300

[3]
Computed, not measured: 18 unconnected molecules or ions with the total composition C36H108O18 in a non-equilibrium geometry, with the ωB97M-V functional and the def2-TZVPD basis.

Geometry (Å):
C: 23.1486 14.8228 15.8487
C: 22.0033 15.2937 14.9253
O: 22.4745 15.7847 13.6839
H: 23.5183 13.8329 15.5257
H: 22.6997 14.7886 16.8829
H: 24.0117 15.5443 15.8885
H: 21.5312 16.0773 15.4756
H: 21.4119 14.4370 14.6934
H: 21.8792 16.4952 13.4009
C: 19.2006 17.5184 11.5897
C: 20.4432 17.0304 10.9021
O: 21.6437 17.5223 11.5964
H: 19.1885 17.1888 12.6227
H: 18.2856 17.2115 11.1377
H: 19.1422 18.6069 11.7367
H: 20.5409 17.3163 9.8720
H: 20.3688 15.9629 11.0609
H: 22.3121 16.7888 11.4578
C: 12.6508 14.3755 11.3577
C: 11.3666 13.4983 11.3595
O: 11.5593 12.1917 10.9251
H: 13.5404 13.8250 11.6789
H: 12.6086 15.2876 11.9843
H: 12.7608 14.6585 10.3127
H: 10.6677 13.8641 10.5801
H: 10.7745 13.4435 12.4051
H: 12.4805 11.9182 10.9818
C: 12.0163 9.2407 12.8766
C: 13.2275 9.5457 13.6897
O: 14.3221 9.5017 12.8122
H: 12.0117 8.2014 12.5018
H: 11.8940 9.9091 12.0538
H: 11.0829 9.4326 13.4595
H: 13.3245 8.7571 14.5121
H: 13.0838 10.5540 14.2121
H: 15.1701 9.4333 13.2848
C: 19.0306 12.4972 17.3646
C: 19.2633 10.9801 17.3172
O: 18.2949 10.3528 18.1000
H: 19.2195 12.9796 18.3656
H: 18.0359 12.7873 17.0570
H: 19.7295 13.1039 16.7504
H: 20.2710 10.7138 17.6514
H: 19.1437 10.5628 16.3064
H: 18.5496 10.3459 19.0290
C: 8.3784 15.2548 14.1284
C: 9.4767 16.1805 13.6975
O: 10.2607 16.3272 14.9405
H: 7.5874 15.2300 13.3313
H: 7.8873 15.7014 14.9953
H: 8.7032 14.2669 14.2884
H: 9.1912 17.2244 13.4562
H: 10.0679 15.8196 12.9302
H: 11.1760 16.3657 14.7287
C: 18.4370 17.1212 15.6009
C: 17.6795 15.9200 15.3326
O: 18.6748 15.0343 14.7233
H: 18.9823 17.4706 14.7478
H: 19.0270 16.9653 16.4634
H: 17.6817 17.8942 15.8724
H: 16.9250 16.1296 14.6018
H: 17.3277 15.3060 16.1969
H: 18.1479 14.6632 13.9745
C: 10.8174 13.9278 18.3337
C: 12.1772 13.8176 18.8925
O: 13.0145 14.9114 18.5140
H: 10.3987 14.8801 18.5072
H: 10.1344 13.2010 18.7278
H: 10.7319 13.7962 17.1901
H: 12.6708 12.8826 18.6205
H: 12.1380 13.7418 20.0212
H: 13.9413 14.6943 18.6316
C: 6.7162 9.6105 16.4031
C: 7.8032 10.4258 15.9606
O: 9.0962 9.7119 15.8740
H: 6.8027 9.2201 17.4401
H: 6.5943 8.6727 15.8470
H: 5.8531 10.2516 16.3452
H: 8.0196 11.2674 16.6106
H: 7.4988 10.8416 14.9833
H: 8.9218 8.9286 15.2521
C: 14.1642 11.3117 8.2109
C: 14.2030 10.3519 9.4843
O: 14.4033 11.1422 10.6659
H: 13.2251 11.8603 8.3437
H: 14.1747 10.7651 7.2380
H: 14.9732 12.0179 8.2406
H: 15.0353 9.6564 9.3971
H: 13.2419 9.8188 9.5006
H: 14.3329 10.4615 11.4140
C: 11.9428 8.0898 16.9770
C: 11.7930 9.0562 18.0880
O: 11.3241 10.2953 17.6430
H: 12.5992 8.4642 16.1703
H: 11.0094 7.6312 16.6220
H: 12.5423 7.2594 17.3450
H: 12.7093 9.2448 18.6635
H: 11.1391 8.6223 18.8380
H: 10.5331 10.2241 17.0993
C: 15.9461 7.6778 16.2350
C: 17.1077 8.5136 15.6113
O: 16.6414 9.1007 14.4088
H: 15.5010 7.0542 15.4666
H: 15.2585 8.4348 16.5763
H: 16.2955 7.2178 17.1464
H: 17.8476 7.8132 15.2173
H: 17.5307 9.2039 16.2875
H: 16.9194 9.9838 14.1940
C: 15.8516 12.2902 19.3237
C: 16.4052 13.6738 19.6103
O: 16.1374 14.4463 18.4629
H: 15.9195 11.7160 20.2552
H: 16.4569 11.8279 18.5674
H: 14.8655 12.3351 18.8903
H: 17.4583 13.6631 19.7295
H: 15.8358 14.0971 20.4628
H: 16.6644 15.2694 18.4184
C: 19.3324 10.6839 12.0516
C: 18.9817 11.5638 13.2489
O: 17.7051 11.3838 13.7548
H: 19.0636 10.9594 11.0370
H: 18.9013 9.6692 12.1900
H: 20.4364 10.5648 12.0595
H: 19.1820 12.6176 13.0241
H: 19.7456 11.5180 14.1130
H: 17.1611 12.1608 13.5422
C: 13.3333 18.0787 18.0677
C: 14.2045 17.2960 17.0849
O: 13.5871 16.2276 16.5208
H: 12.3357 18.4005 17.6015
H: 13.8771 19.0010 18.3856
H: 13.0575 17.5165 18.9489
H: 15.1109 17.0712 17.6683
H: 14.6490 17.8648 16.3037
H: 13.1233 15.7081 17.2017
C: 14.4187 18.9797 12.1720
C: 15.0159 18.1219 13.3120
O: 16.3917 17.7449 13.0475
H: 14.4057 18.5190 11.1894
H: 14.9795 19.9759 12.2365
H: 13.3466 19.1758 12.4417
H: 14.3999 17.2555 13.5578
H: 15.1096 18.8291 14.1267
H: 16.4228 17.0122 12.4236
C: 18.1110 13.8741 10.6258
C: 16.7197 14.1708 11.1424
O: 16.5730 13.7767 12.4877
H: 18.1961 12.8214 10.7386
H: 18.9478 14.4086 11.1361
H: 18.1570 14.1778 9.5623
H: 16.0696 13.6353 10.4910
H: 16.4496 15.2469 10.9963
H: 15.6515 13.7966 12.6976
C: 13.4274 12.4845 15.8438
C: 12.9091 13.2910 14.5938
O: 13.8176 14.2460 14.2153
H: 12.7678 11.6448 16.0891
H: 13.4157 13.1591 16.6976
H: 14.4450 12.2370 15.6737
H: 11.8747 13.6777 14.8321
H: 12.7266 12.6461 13.7591
H: 14.1168 14.7590 14.9488

Properties
total charge	0
HOMO level	-9.598	eV
molar mass	829.2	g/mol
ΔE to the lowest compared entry with this formula, charge and spin	2.946	eV
largest force on an atom	3.6	eV Å⁻¹
orbital gap	0.3714	Ha

Results of the Mulliken charge analysis, in e, for atoms 1 through 99: -1.315 0.656 -0.623 0.317 0.317 0.354 0.096 -0.146 0.388 -0.495 -0.335 -0.644 -0.270 0.276 0.441 0.373 0.285 0.340 -0.410 -0.170 -0.551 -0.313 0.169 0.537 0.462 0.031 0.130 -1.146 1.445 -0.508 0.406 0.277 -0.013 -0.253 -0.585 0.272 -0.169 -0.174 -0.564 0.324 -0.100 -0.008 0.393 -0.118 0.316 -1.150 0.171 -0.472 0.357 0.354 0.239 0.312 -0.014 0.190 -1.442 1.740 0.084 0.211 0.450 0.243 -0.244 -0.753 -0.170 -1.215 0.266 -0.509 0.477 0.458 -0.049 -0.144 0.294 0.041 -1.193 -0.093 -0.460 0.300 0.331 0.357 0.267 0.253 0.229 -1.102 -0.264 -0.171 0.254 0.366 0.252 0.401 0.251 0.352 -0.411 -0.457 -0.330 -0.353 0.304 0.439 0.347 0.296 0.192

[4]
Computed, not measured: C20H20FN5O4S in the gas phase in a non-equilibrium geometry, with the ωB97M-V functional and the def2-TZVPD basis.

Geometry (Å):
C: -0.0965 -2.1138 -2.6554
C: -1.3712 -2.4282 -2.5305
C: -2.3305 -1.8674 -1.5159
N: -1.7180 -0.9303 -0.6147
C: -1.5514 0.4198 -0.7594
C: -2.0836 1.1952 -1.9138
O: -3.4723 1.0087 -2.0888
C: -4.3257 1.4987 -1.1413
C: -3.9676 2.2480 -0.0282
C: -4.9414 2.6948 0.8518
C: -6.2766 2.4055 0.6440
C: -6.6517 1.6513 -0.4566
C: -5.6811 1.2078 -1.3277
F: -6.0411 0.4588 -2.3937
N: -0.8854 0.9023 0.2513
N: -0.5794 -0.1082 1.0767
C: -1.0774 -1.1981 0.5556
S: -0.9075 -2.7982 1.2138
C: 0.1960 -2.3796 2.5935
C: 1.3741 -1.4982 2.2018
O: 1.8595 -0.7361 3.0053
N: 1.8493 -1.6997 0.9440
C: 2.6710 -0.8319 0.1784
O: 2.7555 -1.0226 -1.0141
N: 3.2663 0.1365 0.8759
C: 4.1451 1.1036 0.2495
C: 5.5572 0.9183 0.7012
C: 6.5054 0.0034 0.3470
C: 7.6433 0.2851 1.1410
C: 7.3000 1.3465 1.9187
O: 6.0407 1.7344 1.6628
H: 0.5179 -2.5671 -3.4127
H: 0.4087 -1.4008 -2.0238
H: -1.8327 -3.1491 -3.1909
H: -3.1548 -1.3644 -2.0328
H: -2.7487 -2.6875 -0.9205
H: -1.6363 0.8308 -2.8446
H: -1.8267 2.2515 -1.7803
H: -2.9327 2.4768 0.1688
H: -4.6407 3.2748 1.7104
H: -7.0268 2.7580 1.3339
H: -7.6828 1.4002 -0.6474
H: 0.5560 -3.3324 2.9858
H: -0.3742 -1.8628 3.3653
H: 1.3921 -2.4012 0.3702
H: 3.0670 0.2061 1.8691
H: 4.0713 0.9477 -0.8299
H: 3.8130 2.1136 0.5051
H: 6.4019 -0.7671 -0.3890
H: 8.5814 -0.2306 1.1298
H: 7.8423 1.8972 2.6613

Properties
total charge	0
HOMO level	-8.537	eV
molar mass	445.5	g/mol
ΔE to the lowest compared entry with this formula, charge and spin	2.673	eV
largest force on an atom	1.3	eV Å⁻¹
orbital gap	0.3296	Ha
structure (SMILES)	C=CCn1c(COc2ccccc2F)nnc1SCC(=O)NC(=O)NCc1ccco1

The molecule's Mulliken atomic charges, reported in e, are given here: -0.825 0.103 -0.981 0.318 1.249 -1.261 -0.418 0.635 -0.358 -0.879 -0.437 -0.483 0.506 -0.306 -0.951 -0.194 0.368 -0.214 -0.649 0.601 -0.706 -0.087 0.432 -0.683 -0.048 -1.026 0.386 -0.340 -0.476 -0.431 -0.349 0.313 0.089 0.404 0.305 0.491 0.423 0.359 0.390 0.393 0.377 0.444 0.423 0.372 0.324 0.228 0.437 0.330 0.527 0.412 0.462

Which value of HOMO level does entry 1 give?
-11.367 eV